Run A
A single C3H5FN2O2 molecule, computed with the ωB97M-V functional and the def2-TZVPD basis.

Each line ends with the natural charge from an NBO analysis.
Positions of all 13 atoms, in Å:
F  -1.949  2.623  1.218  -0.36
O  -0.165  -0.209  -0.203  -0.57
O  -0.710  0.327  1.962  -0.51
N  1.015  -2.231  -0.245  -0.25
N  1.246  -1.800  -1.505  -0.70
C  -0.507  0.760  0.885  0.75
C  0.328  -1.405  0.427  0.27
C  -0.785  2.159  0.396  -0.07
H  -0.112  -1.403  1.386  0.21
H  -0.995  2.157  -0.727  0.23
H  0.428  -1.380  -2.205  0.39
H  2.004  -2.455  -2.046  0.38
H  0.202  2.857  0.657  0.23

Output
Charge   0
SMILES string   N/N=C\OC(=O)CF
HOMO level   -8.65 eV
Lowest unoccupied orbital energy   0.433 eV

=====

Run B
A single C3H5FN2O2 molecule, computed with the ωB97M-V functional and the def2-TZVPD basis.

Each line ends with the natural charge from an NBO analysis.
Positions of all 13 atoms, in Å:
F  -1.037  0.681  -2.759  -0.34
O  -1.323  -0.667  -0.489  -0.55
O  0.539  0.343  0.334  -0.53
N  -0.233  -1.222  1.934  -0.73
N  1.757  0.001  2.168  -0.82
C  -0.116  0.946  -1.785  -0.05
C  -0.399  0.087  -0.552  0.76
C  0.636  -0.406  1.542  0.67
H  0.902  0.736  -2.154  0.19
H  2.458  0.509  1.642  0.41
H  -1.002  -1.307  1.261  0.40
H  2.051  -0.690  2.865  0.41
H  -0.197  1.996  -1.486  0.19

Output
Charge   0
SMILES string   [H]/N=C(/N)OC(=O)CF
HOMO level   -9.94 eV
Lowest unoccupied orbital energy   0.578 eV

=====

Name the least stable of them. run A.

=====

Run A
A single C4H8N2O2S2 molecule, computed with the ωB97M-V functional and the def2-TZVPD basis.

Each line ends with the natural charge from an NBO analysis.
Positions of all 18 atoms, in Å:
S  -0.132  -0.655  2.011  0.41
S  0.740  1.721  -0.052  2.11
O  1.867  2.363  0.540  -0.93
O  0.672  1.677  -1.499  -0.95
N  0.989  -2.249  -0.917  -0.79
N  -1.428  -1.426  1.174  -0.51
C  -0.810  2.403  0.509  -0.87
C  0.794  -0.244  0.437  -0.53
C  -1.232  -1.524  -0.098  0.06
C  0.148  -1.125  -0.565  -0.20
H  -2.005  -2.023  -0.608  0.21
H  0.084  -0.620  -1.512  0.25
H  0.463  -2.964  -1.453  0.36
H  1.340  -2.733  -0.176  0.35
H  -0.964  3.332  0.012  0.26
H  -1.480  1.540  0.243  0.24
H  -0.957  2.696  1.493  0.25
H  1.910  -0.170  0.463  0.28

Output
Charge   0
SMILES string   CS(=O)(=O)[C@H]1SN=C[C@@H]1N
HOMO level   -9.14 eV
Lowest unoccupied orbital energy   0.497 eV

=====

Run B
2 unconnected molecules or ions with the total composition C4H8N2O2S2, computed with the ωB97M-V functional and the def2-TZVPD basis.

Each line ends with the natural charge from an NBO analysis.
Positions of all 18 atoms, in Å:
S  0.392  -1.936  1.964  0.86
S  -1.236  1.736  -1.575  0.95
O  -0.788  -1.799  2.922  -0.98
O  -2.110  2.867  -1.204  -0.98
N  -1.582  -1.117  0.470  -0.74
N  0.534  2.455  0.485  -0.82
C  1.493  -0.354  -0.773  -0.23
C  0.520  -1.436  -0.770  -0.59
C  -0.270  -1.441  0.435  0.05
C  0.056  1.772  -0.541  -0.07
H  -0.197  -1.220  -1.555  0.25
H  -2.174  -1.405  1.236  0.44
H  0.460  3.459  0.441  0.40
H  1.252  -2.336  -0.768  0.28
H  -1.916  -1.120  -0.465  0.38
H  1.794  0.059  0.250  0.19
H  2.339  -0.280  -1.389  0.20
H  1.433  2.097  0.838  0.40

Output
Charge   0
HOMO level (alpha / beta)   -8.00 / -8.00 eV
Lowest unoccupied orbital energy (alpha / beta)   -1.116 / -1.112 eV

=====

Name the least stable of them. run B.

=====

Run A
A single C2H3NS molecule, computed with the ωB97M-V functional and the def2-TZVPD basis.

Each line ends with the natural charge from an NBO analysis.
Positions of all 7 atoms, in Å:
S  1.840  -0.126  -0.183  0.25
N  -1.129  -0.261  -0.468  -0.74
C  -0.282  -0.386  0.531  -0.17
C  2.574  0.901  0.659  -0.27
H  -1.107  -1.076  -1.174  0.39
H  -1.657  0.510  -0.718  0.37
H  -0.239  0.439  1.352  0.16

Output
Charge   0
HOMO level (alpha / beta)   -8.27 / -8.27 eV
Lowest unoccupied orbital energy (alpha / beta)   -0.203 / -0.202 eV

=====

Run B
2 unconnected molecules or ions with the total composition C2H3NS, computed with the ωB97M-V functional and the def2-TZVPD basis.

Each line ends with the natural charge from an NBO analysis.
Positions of all 7 atoms, in Å:
S  -1.434  -2.000  -0.538  0.16
N  0.239  1.143  0.943  -0.61
C  -1.781  -0.868  -1.494  -0.16
C  0.617  0.161  0.222  -0.06
H  0.455  -0.863  0.615  0.16
H  1.403  0.308  -0.525  0.15
H  0.501  2.119  0.777  0.35

Output
Charge   0
HOMO level   -9.74 eV
Lowest unoccupied orbital energy   -0.166 eV

=====

Run C
2 unconnected molecules or ions with the total composition C2H3NS, computed with the ωB97M-V functional and the def2-TZVPD basis.

Each line ends with the natural charge from an NBO analysis.
Positions of all 7 atoms, in Å:
S  -2.642  1.004  0.082  0.41
N  -2.379  -0.490  0.281  -0.77
C  1.302  0.647  0.007  -0.23
C  1.903  -0.383  -0.237  -0.23
H  -1.394  -0.939  0.009  0.36
H  2.446  -1.095  -0.802  0.23
H  0.764  1.256  0.659  0.23

Output
Charge   0
SMILES string   C#C.N=S
HOMO level (alpha / beta)   -8.51 / -8.50 eV
Lowest unoccupied orbital energy (alpha / beta)   -1.092 / -1.090 eV

=====

Name the least stable of them. run A.